No. 1
Below is a structure of composition C18H31Cl3N6OS5Ti, with properties calculated with wB97M-V/def2-TZVPD.

Values from the calculation:
- Lowest unoccupied orbital energy (alpha / beta): -8.36 / -8.20 eV
- E_HOMO (alpha / beta): -16.9619 / -16.9855 eV
- Frontier orbital gap (alpha / beta): 8.60 / 8.79 eV
- Strongest force on any atom: 0.0139 hartree/bohr

Geometry as ORCA input:
```
! wB97M-V def2-TZVPD RIJCOSX def2/J DEFGRID3
* xyz 3 2
Ti 0.325 -0.588 -0.128
C 3.118 -2.563 -1.139
C 3.327 -2.814 0.348
S 2.279 -1.746 1.396
C 1.405 -2.965 2.416
C 0.311 -3.715 1.677
S -0.919 -2.523 1.085
C -1.695 -3.491 -0.251
C -2.389 -2.621 -1.284
S -1.356 -1.346 -2.070
C -0.419 -2.255 -3.353
C 1.086 -2.189 -3.132
S 1.343 -2.649 -1.414
H 3.620 -3.335 -1.723
H 3.487 -1.584 -1.437
H 4.364 -2.617 0.615
H 3.106 -3.849 0.608
H 1.005 -2.406 3.264
H 2.145 -3.658 2.818
H -0.180 -4.421 2.348
H 0.709 -4.273 0.828
H -2.427 -4.159 0.204
H -0.915 -4.101 -0.706
H -3.212 -2.058 -0.848
H -2.804 -3.245 -2.075
H -0.683 -1.817 -4.313
H -0.773 -3.285 -3.346
H 1.480 -1.187 -3.308
H 1.597 -2.886 -3.797
C 1.480 4.081 -3.815
N 1.322 2.955 -2.897
C 2.456 2.259 -2.293
C 1.722 1.191 -1.537
O 2.167 0.268 -0.810
N 0.412 1.296 -1.684
C 0.194 2.370 -2.507
N -1.034 2.722 -2.835
H 2.097 4.846 -3.348
H 0.511 4.519 -4.038
H 1.941 3.748 -4.743
H 3.013 2.912 -1.617
H 3.149 1.856 -3.034
H -1.244 3.487 -3.455
H -1.799 2.192 -2.444
Cl 1.879 3.862 2.670
C 1.637 2.307 3.452
Cl 0.437 2.398 4.740
Cl 3.144 1.627 4.041
C 1.107 1.367 2.415
N 0.703 0.650 1.621
C -1.929 3.358 1.583
N -2.476 2.191 2.246
C -3.173 2.314 3.539
C -3.640 0.875 3.833
N -3.167 0.159 2.641
C -2.557 0.958 1.776
S -2.117 0.445 0.170
H -1.175 3.824 2.220
H -2.722 4.083 1.397
H -1.487 3.051 0.639
H -4.004 3.012 3.439
H -2.489 2.701 4.290
H -4.722 0.801 3.910
H -3.193 0.462 4.735
H -3.380 -0.797 2.416
*
```

***

No. 2
Below is a cluster of 2 separate species, C5H11O3 in total, with properties calculated with wB97M-V/def2-TZVPD.

Values from the calculation:
- Lowest unoccupied orbital energy (alpha / beta): 0.63 / -3.44 eV
- E_HOMO (alpha / beta): -10.0920 / -10.0818 eV
- Frontier orbital gap (alpha / beta): 10.72 / 6.64 eV
- Relative energy (zero: lowest compared OMol25 entry of this formula, charge and spin): 12.76 kcal/mol
- Strongest force on any atom: 0.0209 hartree/bohr

Geometry as ORCA input:
```
! wB97M-V def2-TZVPD RIJCOSX def2/J DEFGRID3
* xyz 0 2
C 0.422 -2.364 -2.240
C 0.452 -0.905 -2.600
O 1.208 -0.388 -3.374
O -0.479 -0.280 -1.922
H 0.617 -2.999 -3.100
H -0.499 -2.677 -1.737
H 1.185 -2.525 -1.481
C -0.294 0.825 0.961
C 0.991 0.672 1.743
C -1.423 1.260 1.877
O -0.127 1.871 -0.001
H -0.550 -0.120 0.489
H 0.730 0.109 2.644
H -1.087 2.036 2.560
H -2.248 1.676 1.303
H -1.810 0.448 2.497
H -0.295 1.594 -0.904
H 1.436 1.607 2.101
H 1.773 0.159 1.186
*
```

***

No. 3
Below is the ion C6H16N with charge +1, with properties calculated with wB97M-V/def2-TZVPD.

Values from the calculation:
- Lowest unoccupied orbital energy: -3.81 eV
- SMILES string: CCCCCC[NH3+]
- E_HOMO: -14.2351 eV
- Frontier orbital gap: 10.43 eV
- Relative energy (zero: lowest compared OMol25 entry of this formula, charge and spin): 50.11 kcal/mol
- Strongest force on any atom: 0.0915 hartree/bohr

Geometry as ORCA input:
```
! wB97M-V def2-TZVPD RIJCOSX def2/J DEFGRID3
* xyz 1 1
C -0.964 -0.689 2.733
C -1.445 -1.245 1.368
C -1.072 -0.213 0.318
C 0.353 0.305 0.492
C 1.334 -0.208 -0.635
C 0.846 0.012 -2.136
N 0.794 1.575 -2.181
H -1.075 0.347 2.644
H -1.577 -1.065 3.505
H 0.118 -0.867 2.776
H -2.502 -1.240 1.357
H -1.054 -2.167 1.114
H -1.094 -0.817 -0.541
H -1.772 0.627 -0.014
H 0.458 1.374 0.484
H 1.072 -0.005 1.305
H 2.330 0.303 -0.407
H 1.361 -1.304 -0.532
H -0.073 -0.483 -2.229
H 1.610 -0.217 -2.900
H 1.108 1.994 -3.012
H -0.196 1.949 -2.102
H 1.440 2.033 -1.405
*
```

***

No. 4
Below is a cluster of 3 separate species, C4H14O2S2 in total, with properties calculated with wB97M-V/def2-TZVPD.

Values from the calculation:
- Lowest unoccupied orbital energy (alpha / beta): -4.24 / -8.04 eV
- E_HOMO (alpha / beta): -14.6226 / -14.1979 eV
- Frontier orbital gap (alpha / beta): 10.38 / 6.16 eV
- Relative energy (zero: lowest compared OMol25 entry of this formula, charge and spin): 22.11 kcal/mol
- Strongest force on any atom: 0.0950 hartree/bohr

Geometry as ORCA input:
```
! wB97M-V def2-TZVPD RIJCOSX def2/J DEFGRID3
* xyz 1 2
C 0.981 1.222 2.128
C -0.562 1.235 2.418
C 1.341 0.497 0.738
S 0.700 1.503 -0.744
S 1.224 0.677 -2.563
C 0.292 -0.799 -2.978
H 1.300 2.205 2.252
H 1.472 0.656 2.927
H -0.846 0.170 2.541
H -0.912 1.797 3.254
H -1.096 1.554 1.547
H 2.410 0.428 0.656
H 0.979 -0.577 0.655
H 1.147 -1.372 -3.294
H -0.100 -1.222 -2.084
H -0.588 -0.821 -3.684
H -0.269 -3.010 -0.120
H -0.610 -1.551 -0.304
O 0.112 -2.168 -0.343
H -1.893 0.478 -1.347
H -2.985 -0.475 -0.732
O -2.097 -0.424 -0.922
*
```